No. 1
104
Properties=species:S:1:pos:R:3:lowdin_charge:R:1 method="wB97M-V/def2-TZVPD" homo_ha=-0.265 charge=0
O -0.64615 -1.00948 -0.01160 -0.255
V 0.13165 -2.26366 0.48866 1.255
O 1.70770 -2.07044 0.26378 -0.282
O -2.83902 -7.34025 2.18563 0.128
C -2.33151 -6.16185 1.93026 -0.879
O -2.98544 -5.23673 1.41023 -0.042
O -1.08901 -5.93455 2.01156 -0.048
H -3.75748 -7.08725 2.06721 0.109
C 10.22687 -4.79784 5.39330 -0.115
O 9.39129 -5.22388 4.34692 -0.228
P 9.41395 -6.75460 3.84366 0.490
O 9.56696 -7.71972 4.97136 -0.240
O 8.06895 -6.91203 2.94722 -0.220
C 7.77675 -5.93179 1.97139 -0.123
O 10.55832 -6.68176 2.63431 -0.252
C 10.62475 -7.72716 1.67404 -0.112
H 11.12391 -5.40895 5.49316 0.088
H 9.73732 -4.80587 6.36715 0.093
H 10.53586 -3.79661 5.09301 0.091
H 7.41955 -6.42474 1.06723 0.090
H 8.61221 -5.27026 1.74231 0.090
H 6.89990 -5.38264 2.31442 0.092
H 10.08728 -8.57701 2.09472 0.086
H 11.61314 -8.01212 1.31350 0.091
H 10.03657 -7.40353 0.81531 0.079
C 0.91958 -1.99377 -7.49058 -0.083
O 0.92806 -2.19737 -6.07003 -0.223
P 0.53294 -3.58615 -5.39679 0.447
O 0.24135 -3.43131 -3.95028 -0.259
O 1.81672 -4.58640 -5.64973 -0.243
C 3.15734 -4.40114 -5.16063 -0.090
O -0.64021 -4.25377 -6.30502 -0.232
C -1.94941 -3.78609 -6.19375 -0.121
H 0.66866 -0.94597 -7.65567 0.089
H 0.27620 -2.64574 -8.08142 0.090
H 1.96375 -2.08156 -7.79075 0.089
H 3.40032 -3.45027 -4.68638 0.088
H 3.74919 -4.61942 -6.04953 0.088
H 3.34861 -5.14618 -4.38833 0.086
H -2.53114 -4.20696 -5.37365 0.097
H -2.41207 -4.03711 -7.14823 0.095
H -1.90826 -2.70107 -6.09811 0.088
C -1.77811 -1.19400 8.51300 -0.075
O -1.05517 -1.44339 7.28107 -0.214
P -0.86753 -0.27454 6.18918 0.393
O -0.38698 -0.64846 4.84725 -0.245
O 0.04764 0.73848 6.98092 -0.210
C 0.41371 1.98995 6.45820 -0.099
O -2.29142 0.49135 6.06046 -0.237
C -3.34589 -0.12668 5.36021 -0.115
H -1.44316 -1.97504 9.19555 0.093
H -2.85753 -1.14355 8.37010 0.087
H -1.44645 -0.25746 8.96133 0.083
H -0.05614 2.12369 5.48379 0.086
H 1.48998 2.13447 6.36414 0.094
H -0.00880 2.75898 7.10488 0.094
H -4.21553 -0.06062 6.01402 0.090
H -3.18084 -1.15204 5.02933 0.093
H -3.46270 0.48417 4.46504 0.091
C -5.81472 5.93336 4.63820 -0.111
O -4.77268 5.75776 3.70574 -0.231
P -3.41374 6.66282 3.68993 0.456
O -2.71323 6.79834 4.98111 -0.234
O -3.86845 8.02970 2.92521 -0.224
C -3.55346 9.29745 3.48388 -0.109
O -2.51390 5.89213 2.60533 -0.207
C -3.03353 5.65883 1.33325 -0.132
H -6.69750 6.15454 4.03830 0.090
H -5.58871 6.76057 5.31105 0.085
H -6.06434 5.09729 5.29147 0.089
H -2.76610 9.73293 2.86863 0.090
H -3.29363 9.23066 4.54035 0.082
H -4.37868 10.00617 3.41441 0.084
H -3.04089 4.57156 1.25658 0.091
H -2.32844 6.04775 0.59862 0.095
H -4.06395 5.98557 1.19329 0.086
O -7.83369 -0.53424 -4.87362 0.043
C -7.67296 0.35477 -3.99470 -0.512
O -8.42818 1.43737 -3.89171 -0.002
C -9.28223 1.83516 -4.99498 -0.231
C -9.60510 3.29699 -5.07032 -0.066
C -6.57556 0.26555 -2.98013 0.010
H -10.20201 1.25752 -4.90312 0.125
H -8.83692 1.46282 -5.91756 0.119
H -8.66388 3.82758 -5.21410 0.081
H -10.05320 3.52874 -4.10409 0.081
H -10.29178 3.42708 -5.90678 0.086
H -6.89950 0.64429 -2.01074 0.086
H -5.74766 0.91229 -3.27068 0.088
H -6.14472 -0.73419 -2.92540 0.090
O 4.34321 6.09355 -5.82532 0.069
C 3.74901 5.02020 -6.04535 -0.456
O 3.22336 4.14599 -5.10331 -0.016
C 3.32562 4.53624 -3.78368 -0.284
C 2.88865 3.45113 -2.83860 -0.072
C 3.50825 4.58413 -7.46402 0.007
H 2.71795 5.40460 -3.52914 0.128
H 4.38829 4.73513 -3.64491 0.127
H 2.74262 3.78042 -1.80984 0.079
H 3.71263 2.75049 -2.70354 0.072
H 2.04390 2.86308 -3.19737 0.081
H 2.44780 4.67560 -7.69894 0.091
H 4.02377 3.64472 -7.66357 0.089
H 4.02725 5.27526 -8.12817 0.084

No. 2
107
Properties=species:S:1:pos:R:3:lowdin_charge:R:1 method="wB97M-V/def2-TZVPD" homo_ha=-0.292 charge=0
In 0.31462 0.31880 0.35689 1.447
C 3.14839 -1.25983 4.30927 0.001
C 2.29060 -0.64851 3.20522 -0.753
O 2.71334 0.25200 2.47802 0.001
O 1.14034 -1.10090 3.04429 -0.031
H 4.07965 -0.82467 4.67190 0.073
H 3.43435 -2.19301 3.82397 0.081
H 2.57232 -1.42998 5.21882 0.072
C 0.87699 1.25878 -4.54283 0.006
C 0.54128 0.86989 -3.12506 -0.784
O 0.33581 1.79011 -2.30948 -0.009
O 0.57421 -0.25508 -2.66684 -0.023
H 1.67240 2.00392 -4.55608 0.083
H 0.07228 1.71118 -5.12237 0.077
H 1.08986 0.28221 -4.97769 0.078
C -1.08319 5.01597 1.93342 0.005
C -0.71635 3.63798 1.53265 -0.774
O -0.50211 2.81441 2.46032 -0.039
O -0.62636 3.27045 0.35480 -0.016
H -0.26586 5.66764 2.24230 0.075
H -1.86707 4.91775 2.68441 0.073
H -1.49519 5.35197 0.98186 0.084
C -3.91235 2.80221 3.87293 -0.128
O -3.18805 1.96435 3.03439 -0.248
P -3.07420 0.32671 3.18350 0.546
O -2.02617 -0.27244 2.34157 -0.250
O -3.03157 0.01410 4.79101 -0.221
C -1.73703 0.07308 5.41874 -0.091
O -4.62963 0.03425 2.63666 -0.227
C -4.94365 -1.31473 2.34161 -0.119
H -3.24132 3.54083 4.31139 0.090
H -4.41223 2.27152 4.68323 0.083
H -4.74665 3.26143 3.34268 0.091
H -0.92227 0.46180 4.80788 0.088
H -1.53043 -0.94142 5.75960 0.090
H -1.62604 0.69687 6.30569 0.086
H -4.99659 -1.90595 3.25581 0.083
H -4.08700 -1.66918 1.76836 0.071
H -5.91022 -1.37862 1.84186 0.087
C 4.22163 -0.01482 -3.21546 -0.137
O 4.41694 -0.52178 -1.96821 -0.226
P 3.63310 -1.85224 -1.43837 0.567
O 2.47738 -1.52173 -0.55743 -0.258
O 3.23708 -2.71321 -2.79851 -0.235
C 2.35830 -3.83602 -2.71826 -0.094
O 4.88310 -2.69228 -0.74581 -0.230
C 5.94612 -3.15717 -1.56454 -0.111
H 3.33829 -0.53229 -3.58969 0.077
H 5.01525 -0.08278 -3.95952 0.096
H 4.01065 1.02255 -2.95572 0.085
H 1.86064 -4.05580 -1.77374 0.068
H 2.84373 -4.75434 -3.04864 0.083
H 1.62287 -3.72910 -3.51564 0.095
H 6.03383 -2.57143 -2.47959 0.087
H 5.82147 -4.22955 -1.71476 0.086
H 6.82967 -3.14291 -0.92639 0.089
C 4.62391 4.68267 -2.26829 -0.097
O 3.72161 3.62965 -1.97088 -0.235
P 3.52838 3.14203 -0.44435 0.467
O 2.62690 2.04125 -0.10428 -0.242
O 5.02328 2.94109 0.06714 -0.226
C 5.84524 1.82336 -0.23531 -0.075
O 3.18934 4.61590 0.18358 -0.208
C 2.80818 4.82540 1.48960 -0.123
H 5.19753 5.01419 -1.40276 0.091
H 4.01120 5.44638 -2.74728 0.094
H 5.21130 4.23440 -3.06962 0.089
H 5.59884 0.94988 0.36836 0.096
H 6.80284 2.14881 0.17112 0.090
H 5.85706 1.66505 -1.31369 0.082
H 1.90190 5.43045 1.46390 0.078
H 3.55191 5.28149 2.14302 0.092
H 2.49172 3.89359 1.95832 0.093
C -3.19352 -3.30753 -1.86120 -0.094
O -2.05278 -4.10868 -1.54634 -0.221
P -1.11864 -3.85750 -0.20943 0.552
O -0.73941 -2.39259 0.00493 -0.288
O 0.15471 -4.84037 -0.37613 -0.227
C -0.02459 -6.20846 -0.58713 -0.118
O -2.02723 -4.44214 1.00015 -0.232
C -1.86423 -4.12738 2.38076 -0.077
H -3.94522 -3.92977 -2.34686 0.091
H -2.93976 -2.40401 -2.41560 0.075
H -3.78902 -3.05766 -0.98311 0.077
H 0.86295 -6.39890 -1.19055 0.089
H -0.94665 -6.62998 -0.98741 0.100
H 0.21943 -6.69598 0.35674 0.092
H -1.34602 -4.95709 2.86153 0.089
H -2.82572 -3.98852 2.87509 0.084
H -1.29307 -3.20250 2.46117 0.080
C -3.43450 0.15552 -3.83422 -0.140
O -3.90826 0.96058 -2.85025 -0.196
P -3.79343 0.55358 -1.28803 0.425
O -2.46307 0.33156 -0.79975 -0.207
O -4.74587 -0.70191 -1.12560 -0.246
C -6.10283 -0.78857 -1.60660 -0.056
O -4.65872 1.78511 -0.63132 -0.238
C -3.96837 2.94434 -0.23901 -0.086
H -3.77828 -0.86941 -3.69481 0.070
H -2.34706 0.19237 -3.89923 0.096
H -3.89574 0.38325 -4.79521 0.096
H -6.69013 -1.26320 -0.82053 0.086
H -6.06284 -1.57349 -2.36185 0.085
H -6.45127 0.16779 -1.99656 0.098
H -4.84694 3.57199 -0.08976 0.098
H -3.35965 3.22277 -1.09927 0.101
H -3.45010 2.68008 0.68277 0.076

No. 3
90
Properties=species:S:1:pos:R:3:mulliken_spin:R:1 method="wB97M-V/def2-TZVPD" homo_ha="-0.290 / -0.292" spin_multiplicity=3 charge=+1
Pt 0.45330 0.56306 -0.46255 1.489
C 0.04385 -3.67289 0.68312 -0.006
C -1.29448 -3.18367 1.25385 0.011
C -1.33563 -3.75586 2.74707 -0.003
C -2.50068 -3.20192 3.56415 0.000
C -2.59277 -1.67479 3.48550 -0.001
C -2.39474 -1.00204 2.08745 0.009
N -1.32065 -1.69311 1.24137 0.020
O -1.15946 -1.05403 -0.03954 0.184
C -2.03300 0.43426 2.49950 -0.018
C -3.84615 -1.15858 1.52792 0.005
C -2.37069 -3.86815 0.41430 0.003
H 0.21101 -3.36782 -0.34988 0.003
H 0.13446 -4.75121 0.81397 -0.001
H 0.90295 -3.40111 1.29645 0.000
H -0.44711 -3.46882 3.30943 0.001
H -1.44528 -4.84033 2.74547 0.000
H -2.43593 -3.39910 4.63421 0.000
H -3.37599 -3.63695 3.08178 0.000
H -1.92868 -1.30662 4.26751 0.000
H -3.61267 -1.45392 3.80034 0.000
H -1.87784 1.06940 1.62737 0.011
H -1.04756 0.47216 2.96381 0.002
H -2.80821 0.89808 3.10944 -0.001
H -3.79562 -1.23988 0.44213 0.000
H -4.43492 -0.24697 1.62992 0.000
H -4.44047 -2.03546 1.78476 0.000
H -2.22610 -3.56369 -0.62228 0.000
H -3.39449 -3.63150 0.70399 -0.001
H -2.37328 -4.95677 0.35967 0.000
C -3.90212 2.24085 -0.74514 0.000
S -2.32453 2.84910 -1.25127 0.018
O -1.19933 1.92694 -0.75082 0.001
C -2.54357 2.57157 -3.12425 0.002
H -4.01430 2.14768 0.33507 0.000
H -4.24189 1.25245 -1.05455 0.000
H -4.59398 2.94745 -1.20356 0.001
H -3.34012 3.17347 -3.56166 0.000
H -2.84649 1.53597 -3.27873 0.000
H -1.59128 2.74090 -3.62682 0.000
C 1.33396 -0.96613 3.58095 0.005
S 2.36091 -1.04051 2.04209 0.029
O 1.70279 -0.15514 1.00576 0.014
C 3.71116 0.09471 2.55264 0.005
H 1.66558 -1.47530 4.48587 0.001
H 0.40919 -1.43569 3.24569 -0.003
H 1.07946 0.06964 3.80570 0.000
H 4.36984 0.35180 1.72309 0.001
H 4.32392 -0.31113 3.35756 0.001
H 3.26459 0.92608 3.09807 0.000
C 4.46545 -1.41633 -1.87030 0.000
S 2.76898 -2.18579 -1.57921 0.013
O 1.75451 -1.06687 -1.47254 0.030
C 2.64921 -3.05402 -3.22599 0.000
H 5.10098 -2.16077 -2.34990 0.000
H 4.87137 -0.99127 -0.95234 0.000
H 4.32916 -0.68259 -2.66474 0.000
H 3.64516 -3.49367 -3.27992 0.000
H 2.53528 -2.28032 -3.98526 0.000
H 1.86115 -3.80296 -3.30442 0.000
C 1.67097 3.34251 3.30506 0.007
S 0.78564 3.37732 1.66440 0.027
O 0.42605 1.96238 1.16309 0.013
C -0.78098 4.11448 2.29806 0.001
H 1.63455 4.32554 3.77457 0.002
H 2.69473 3.02506 3.10699 0.000
H 1.09405 2.74796 4.01342 0.000
H -1.13061 3.42368 3.06530 0.000
H -1.53131 4.21354 1.51366 0.000
H -0.56707 5.12291 2.65220 0.001
C 4.56359 2.86728 -2.09133 0.010
S 2.72521 2.42968 -2.36307 0.021
O 2.13606 1.84875 -1.05867 0.070
C 2.23771 4.17873 -2.47456 -0.002
H 5.00090 3.17953 -3.03968 0.002
H 5.11018 1.99781 -1.72617 0.000
H 4.64332 3.60999 -1.29753 0.000
H 1.18968 3.89768 -2.57814 0.000
H 2.59107 4.68423 -3.37329 0.001
H 2.36514 4.81083 -1.59575 0.000
C 0.06957 0.69047 -5.49287 0.001
S 0.30647 -0.16027 -3.84794 -0.001
O 0.12234 0.85508 -2.69935 0.021
C -1.30403 -1.13993 -3.99664 -0.002
H -0.08694 -0.05653 -6.27107 0.000
H 0.98688 1.22384 -5.74222 0.000
H -0.81060 1.33110 -5.43829 0.000
H -1.22324 -2.04617 -4.59689 0.000
H -2.13477 -0.56763 -4.40946 0.000
H -1.64255 -1.47209 -3.01523 0.002

No. 4
105
Properties=species:S:1:pos:R:3:lowdin_charge:R:1 method="wB97M-V/def2-TZVPD" smiles="CCOS(C)(=O)=O.CCOS(C)(=O)=O.CCOS(C)(=O)=O.CCOS(C)(=O)=O.O=C1OCCO1.O=C1OCCO1.O=C1OCCO1.O.O.O.O.O" homo_ha=-0.387 charge=0
C -15.52116 14.34679 -4.49629 -0.065
C -14.71022 13.23616 -5.12842 -0.248
O -13.81563 13.76985 -6.13980 -0.249
S -14.09126 13.37234 -7.64283 0.550
C -15.37895 14.50301 -8.09714 -0.113
O -12.92233 13.70875 -8.38104 -0.270
O -14.58805 12.03960 -7.68763 -0.270
H -16.25827 13.91941 -3.81270 0.085
H -16.00299 14.96978 -5.24444 0.069
H -14.90061 14.94391 -3.82502 0.082
H -14.04866 12.76962 -4.39971 0.125
H -15.35581 12.43984 -5.49295 0.113
H -15.04831 15.45396 -7.67692 0.074
H -16.31256 14.19273 -7.64082 0.072
H -15.40246 14.59355 -9.17755 0.076
C -7.96711 9.27329 -13.33953 -0.059
C -7.02652 10.28093 -13.97129 -0.212
O -6.83526 11.44427 -13.11464 -0.267
S -5.50343 11.47377 -12.26353 0.550
C -5.75549 13.03965 -11.55356 -0.129
O -5.57681 10.44952 -11.26325 -0.291
O -4.37370 11.54641 -13.12957 -0.259
H -8.40726 8.64705 -14.11674 0.080
H -8.74086 9.72197 -12.72439 0.055
H -7.40228 8.58789 -12.69714 0.085
H -6.05897 9.88383 -14.27748 0.119
H -7.47395 10.66029 -14.89043 0.125
H -6.71026 13.07138 -11.02970 0.040
H -5.93812 13.70729 -12.39522 0.082
H -4.92090 13.27347 -10.90612 0.084
C -8.56577 10.94713 -5.53783 -0.066
C -8.72200 9.79611 -4.57900 -0.183
O -7.46008 9.03243 -4.35798 -0.279
S -6.23790 9.80683 -3.71621 0.527
C -5.92813 8.70982 -2.39612 -0.124
O -5.15105 9.69180 -4.64461 -0.284
O -6.65670 11.06341 -3.24281 -0.260
H -7.59430 11.42902 -5.56383 0.063
H -9.31641 11.71508 -5.33591 0.089
H -8.79490 10.58661 -6.54503 0.058
H -8.95441 10.11459 -3.56505 0.112
H -9.37117 9.01834 -4.96377 0.118
H -4.96969 8.93906 -1.94122 0.077
H -6.02011 7.71060 -2.80736 0.075
H -6.70592 8.86588 -1.64895 0.077
C -9.68651 13.07401 -10.53640 -0.041
C -10.63360 12.09655 -9.86938 -0.188
O -10.49421 10.79959 -10.54733 -0.294
S -9.80744 9.60537 -9.78176 0.563
C -8.13392 10.19252 -9.72545 -0.093
O -10.41399 9.49948 -8.49115 -0.266
O -9.89012 8.48633 -10.66642 -0.269
H -10.30801 13.76569 -11.11477 0.097
H -9.10148 12.60991 -11.33444 0.072
H -9.02273 13.61553 -9.87277 0.042
H -10.46644 11.95648 -8.80283 0.113
H -11.67400 12.34583 -10.03227 0.106
H -7.97497 10.60550 -10.71087 0.040
H -7.50931 9.35122 -9.44976 0.059
H -8.12047 10.90248 -8.89947 0.054
O -10.42959 11.50962 -14.33345 0.162
C -11.20020 10.71825 -13.89418 -0.564
O -12.23439 10.97973 -13.06703 0.062
C -12.64187 9.74377 -12.45143 -0.083
C -12.16945 8.70495 -13.49126 -0.103
O -11.20249 9.40884 -14.25594 0.063
H -12.08698 9.58260 -11.53690 0.093
H -13.71871 9.75027 -12.32504 0.135
H -12.98593 8.37715 -14.13222 0.138
H -11.75056 7.88953 -12.91186 0.102
O -10.95727 6.04855 -16.53710 0.169
C -10.75562 5.84355 -15.38671 -0.573
O -11.56330 5.14373 -14.56004 0.055
C -10.92069 4.97079 -13.29310 -0.108
C -9.83402 6.02780 -13.29973 -0.115
O -9.67919 6.31389 -14.70026 0.042
H -11.65863 5.03317 -12.49452 0.132
H -10.55126 3.94305 -13.23127 0.130
H -8.85606 5.67732 -12.97763 0.136
H -10.08646 6.93915 -12.76531 0.086
O -8.43805 6.89259 -6.49563 0.171
C -7.38283 6.91388 -7.03332 -0.554
O -6.87328 7.98546 -7.67348 0.035
C -5.50535 7.74139 -7.99254 -0.106
C -5.44660 6.21573 -7.96214 -0.104
O -6.51107 5.88077 -7.07186 0.076
H -5.22829 8.19268 -8.94463 0.129
H -4.85256 8.20605 -7.24887 0.128
H -4.47896 5.88392 -7.59765 0.132
H -5.64172 5.79829 -8.95046 0.132
O -11.38937 6.85215 -7.32935 -0.067
H -10.53494 7.28607 -7.23820 -0.019
H -11.99730 7.56791 -7.53103 0.020
O -7.33646 15.68281 -10.68517 -0.050
H -7.86141 15.19634 -10.03913 -0.025
H -6.94331 16.39274 -10.17062 0.043
O -6.79941 12.70668 -8.00522 -0.045
H -6.51185 13.58206 -8.28625 0.034
H -5.99419 12.18003 -7.98384 0.059
O -8.89991 14.58818 -13.89947 -0.051
H -9.34902 13.87423 -14.36506 0.020
H -8.65519 14.19060 -13.05952 -0.004
O -8.35797 15.20864 -7.95750 -0.046
H -8.35795 14.43588 -7.38060 0.038
H -9.27601 15.49693 -7.97895 0.062

Number 1: calculated total energy -5022.5018 Ha, molecular weight 880.47 g mol⁻¹. Number 2: calculated total energy -4685.9169 Ha, molecular weight 992.33 g mol⁻¹. Number 3: calculated total energy -3921.7407 Ha, molecular weight 820.14 g mol⁻¹. Number 4: calculated total energy -4381.5340 Ha, molecular weight 850.90 g mol⁻¹.